(1)
{"formula": "C3H4ClF", "method": "the ωB97M-V functional and the def2-TZVPD basis", "species": ["C", "C", "C", "H", "H", "H", "H", "F", "Cl"], "xyz": [[1.090, -0.072, 0.048], [-0.326, -0.747, -0.262], [-1.294, 0.314, -0.040], [1.003, 1.053, 0.418], [1.368, -0.597, 1.115], [2.241, 0.162, -0.821], [-0.449, -1.798, -0.314], [-0.674, 1.617, -0.129], [-2.959, 0.068, -0.015]], "relative_energy_kj_mol": 344.66, "homo_lumo_gap_ev": 9.8, "charge": 0, "homo_energy_ev": -9.171}

=====

(2)
{"formula": "C6H8ClHgN2Se2Te2", "method": "the ωB97M-V functional and the def2-TZVPD basis", "species": ["Hg", "Se", "Te", "Te", "Se", "N", "C", "C", "C", "N", "C", "C", "H", "H", "H", "H", "H", "H", "Cl", "C", "H", "H"], "xyz": [[0.915, -0.158, -0.131], [3.394, -0.307, 0.422], [4.151, 2.004, 1.117], [2.055, 3.719, -1.035], [0.104, 2.210, -0.470], [-6.559, -0.266, -0.124], [-5.177, -0.061, 0.026], [-4.480, -0.605, 1.099], [-3.103, -0.421, 1.163], [-2.397, 0.260, 0.267], [-3.076, 0.790, -0.754], [-4.450, 0.647, -0.923], [-7.037, -0.494, 0.730], [-7.026, 0.458, -0.638], [-5.003, -1.154, 1.879], [-2.535, -0.851, 1.987], [-2.483, 1.372, -1.457], [-4.948, 1.091, -1.783], [0.711, -3.588, -0.471], [-0.237, -2.017, -0.253], [-0.787, -2.176, 0.661], [-0.956, -2.024, -1.054]], "s2": 0.7576, "homo_lumo_gap_ev": [3.4, 3.9], "charge": -2, "homo_energy_ev": [0.672, 0.249], "multiplicity": 2}

=====

(3)
{"formula": "C11H10BrNPmSe", "method": "the ωB97M-V functional and the def2-TZVPD basis", "species": ["C", "C", "C", "H", "C", "C", "H", "H", "H", "H", "Pm", "Br", "C", "C", "C", "H", "C", "C", "H", "H", "H", "H", "Se", "C", "N"], "xyz": [[-1.421, -0.876, -1.631], [-1.857, -2.019, -0.871], [-2.732, -1.541, 0.183], [-1.426, -3.013, -0.938], [-2.838, -0.111, 0.004], [-2.011, 0.282, -1.084], [-1.842, 1.292, -1.467], [-0.753, -0.886, -2.494], [-3.018, -2.080, 1.070], [-3.453, 0.553, 0.589], [-0.449, -1.185, 1.097], [1.328, -3.255, 1.300], [2.624, 1.561, 0.180], [1.676, 2.259, -0.610], [1.376, 1.450, -1.753], [1.229, 3.218, -0.386], [2.143, 0.242, -1.649], [2.927, 0.332, -0.455], [3.646, -0.416, -0.132], [3.051, 1.914, 1.109], [0.658, 1.681, -2.534], [2.122, -0.576, -2.374], [-0.036, 0.363, 5.827], [-0.373, 0.453, 4.105], [-0.572, 0.360, 2.913]], "s2": 6.0092, "relative_energy_kj_mol": 181.60, "homo_lumo_gap_ev": [5.5, 5.6], "charge": -1, "homo_energy_ev": [-3.505, -3.510], "multiplicity": 5}